This record from the Open Molecules 2025 dataset describes a 9-piece molecular cluster, C33H60O27 overall in a non-equilibrium geometry. The level of theory is ωB97M-V/def2-TZVPD.

E_HOMO (eV): -10.429
Net charge: 0
ΔE to the lowest compared entry with this formula, charge and spin (kcal per mole): 136.5
Energy (a.u.): -3324.783375
Frontier orbital gap (eV): 10.405
SMILES: C[C@H]1COC(=O)O1.CCOC(=O)OC.CCOC(=O)OC.CCOC(=O)OC.CCOC(=O)OC.CCOC(=O)OC.COC(=O)OC.O=C1OCCO1.O=C1OCCO1

The geometry in XYZ format:
```
120
Properties=species:S:1:pos:R:3:mulliken_charge:R:1
C 3.182 -4.684 -2.670 -1.512
C 2.219 -4.218 -1.591 1.266
C 1.495 -5.255 -0.759 -0.215
O 1.927 -5.010 0.601 -0.386
C 2.655 -3.900 0.629 0.541
O 3.200 -3.424 1.665 -0.649
O 2.779 -3.373 -0.609 -0.072
H 4.135 -5.166 -2.450 0.440
H 3.540 -3.890 -3.324 0.100
H 2.774 -5.386 -3.398 0.453
H 1.539 -3.594 -2.170 -0.551
H 1.815 -6.272 -0.985 0.331
H 0.434 -5.127 -0.977 0.241
C 3.731 -1.114 -3.857 -0.536
C 4.429 0.207 -3.900 -0.652
O 3.860 1.222 -3.103 -0.079
C 4.460 2.330 -2.954 0.337
O 5.409 2.760 -3.656 -0.658
O 3.917 3.008 -1.922 0.293
C 4.582 4.136 -1.464 -1.014
H 3.710 -1.575 -2.870 -0.256
H 4.238 -1.871 -4.456 0.456
H 2.702 -0.962 -4.181 0.291
H 4.310 0.464 -4.953 0.288
H 5.495 0.145 -3.681 0.503
H 4.781 4.844 -2.268 0.330
H 5.579 3.879 -1.106 0.378
H 4.105 4.624 -0.614 0.320
C 0.035 5.610 -1.239 -0.979
C 1.260 5.329 -2.190 0.540
O 0.767 5.348 -3.594 -0.373
C 0.800 4.339 -4.427 0.592
O 0.453 4.393 -5.616 -0.624
O 1.090 3.143 -3.745 -0.135
C 0.899 1.866 -4.372 -0.398
H -0.379 6.532 -1.647 0.440
H 0.365 5.928 -0.250 0.416
H -0.713 4.844 -1.036 -0.032
H 1.836 4.457 -1.881 -0.282
H 2.027 6.104 -2.204 0.278
H 1.393 1.823 -5.343 0.378
H -0.063 1.358 -4.290 0.360
H 1.533 1.306 -3.685 -0.175
C 1.123 -0.845 2.598 -0.967
C 0.668 -0.236 1.280 1.205
O -0.081 0.975 1.282 -0.282
C 0.505 2.194 1.302 0.850
O -0.110 3.271 1.184 -0.677
O 1.831 2.186 1.519 -0.315
C 2.555 3.430 1.519 -0.274
H 1.491 -0.154 3.356 0.439
H 1.775 -1.714 2.506 0.185
H 0.226 -1.327 2.989 0.097
H 0.036 -0.940 0.740 -0.642
H 1.477 -0.083 0.566 -0.013
H 2.477 3.918 0.548 -0.320
H 3.510 3.061 1.894 0.279
H 2.123 4.088 2.272 0.460
C -5.973 -2.121 7.400 -1.028
C -5.640 -0.614 7.294 -0.351
O -4.291 -0.501 6.914 -0.317
C -3.249 -0.473 7.871 0.663
O -3.328 -0.264 9.067 -0.537
O -2.051 -0.683 7.309 -0.320
C -1.845 -1.091 5.986 -0.716
H -6.014 -2.583 6.413 0.250
H -6.985 -2.241 7.785 0.386
H -5.321 -2.642 8.102 0.303
H -5.689 -0.190 8.297 0.322
H -6.333 0.030 6.752 0.353
H -0.961 -0.704 5.479 0.301
H -2.592 -0.646 5.328 0.338
H -1.994 -2.142 5.738 0.353
C -1.800 -3.923 2.422 -0.616
C -3.259 -4.059 2.039 -0.423
O -3.415 -3.700 0.642 -0.241
C -3.851 -4.569 -0.343 0.701
O -4.132 -5.754 -0.049 -0.645
O -4.144 -3.943 -1.432 -0.185
C -4.970 -4.424 -2.494 -0.905
H -1.614 -2.887 2.136 -0.072
H -1.010 -4.447 1.885 0.247
H -1.575 -3.972 3.487 0.407
H -3.858 -3.303 2.547 0.277
H -3.760 -4.983 2.329 0.372
H -4.597 -4.303 -3.511 0.313
H -5.924 -3.902 -2.575 0.330
H -5.340 -5.448 -2.438 0.385
C -5.113 6.426 -1.488 -0.724
O -4.807 5.251 -0.766 -0.354
C -4.110 4.234 -1.331 0.823
O -3.954 4.092 -2.549 -0.599
O -3.630 3.457 -0.385 -0.322
C -2.711 2.463 -0.662 -0.372
H -4.851 6.256 -2.532 0.333
H -4.415 7.213 -1.203 0.278
H -6.139 6.793 -1.532 0.277
H -3.188 1.612 -1.149 0.268
H -2.288 2.123 0.284 0.304
H -1.796 2.789 -1.156 0.038
O 7.849 0.304 -0.203 -0.592
C 6.662 0.201 -0.076 0.623
O 6.101 -1.003 0.093 -0.441
C 4.732 -0.888 0.470 0.484
C 4.581 0.545 0.777 0.319
O 5.850 1.126 0.353 -0.424
H 4.035 -1.195 -0.310 -0.384
H 4.498 -1.454 1.371 0.195
H 4.503 0.590 1.864 0.294
H 3.668 0.861 0.274 -0.064
O -0.270 -2.658 -3.913 -0.612
C -0.892 -2.111 -2.995 0.370
O -2.249 -2.137 -2.931 -0.400
C -2.793 -1.300 -1.910 -0.350
C -1.555 -0.944 -1.152 0.638
O -0.505 -1.240 -1.999 0.160
H -3.304 -0.456 -2.372 0.359
H -3.401 -1.857 -1.197 0.386
H -1.344 -1.664 -0.361 -0.236
H -1.561 0.051 -0.705 -0.240
```